C78H176F4N12O13S4 | ωB97M-V/def2-TZVPD

```
! wB97M-V def2-TZVPD RIJCOSX def2/J DEFGRID3
* xyz 4 1
C 1.452 -0.859 1.183
C 0.730 -1.962 0.375
C -0.687 -1.595 -0.011
O 1.346 -2.495 -0.754
H 0.743 -0.232 1.723
H 1.977 -0.102 0.600
H 2.221 -1.193 1.879
H 0.516 -2.706 1.142
H -1.425 -1.193 0.683
H -1.255 -2.465 -0.339
H -0.628 -0.890 -0.840
C -2.881 -5.038 -1.000
C -3.012 -6.368 -0.282
C -3.063 -6.168 1.249
O -4.059 -7.266 -0.659
H -3.706 -4.349 -0.822
H -2.735 -5.085 -2.080
H -1.978 -4.571 -0.607
H -2.106 -6.965 -0.390
H -3.883 -5.494 1.496
H -2.137 -5.642 1.479
H -3.163 -7.095 1.814
C -2.045 -3.487 3.282
C -1.409 -2.243 4.013
C -2.416 -1.129 4.240
N -1.786 0.080 4.923
C -1.675 -0.211 6.447
C -2.793 1.283 4.885
C -2.412 2.011 3.538
C -1.114 1.395 3.004
C -0.565 0.722 4.218
H -1.255 -4.187 3.010
H -2.478 -3.331 2.294
H -2.788 -4.066 3.829
H -0.539 -1.856 3.483
H -0.945 -2.463 4.974
H -3.273 -1.502 4.802
H -2.658 -0.806 3.228
H -0.893 -0.958 6.586
H -2.635 -0.489 6.883
H -1.306 0.659 6.990
H -2.571 2.001 5.674
H -3.841 0.994 4.800
H -2.250 3.032 3.884
H -3.263 2.063 2.860
H -0.464 2.095 2.479
H -1.445 0.867 2.109
H -0.137 1.462 4.894
H 0.251 0.018 4.058
C 3.431 0.468 -5.205
C 2.016 -0.064 -5.424
C 1.968 -1.462 -4.765
N 0.624 -2.145 -4.774
C 0.213 -2.291 -6.251
C 0.763 -3.541 -4.127
C -0.644 -3.670 -3.453
C -1.426 -2.347 -3.586
C -0.379 -1.335 -3.882
H 4.066 -0.034 -5.935
H 3.864 0.305 -4.218
H 3.655 1.514 -5.414
H 1.761 -0.126 -6.482
H 1.269 0.569 -4.944
H 2.249 -1.303 -3.724
H 2.778 -2.089 -5.137
H 1.054 -2.708 -6.804
H -0.110 -1.302 -6.576
H -0.690 -2.901 -6.217
H 1.114 -4.294 -4.833
H 1.475 -3.350 -3.324
H -1.297 -4.429 -3.884
H -0.654 -3.910 -2.390
H -2.151 -2.299 -4.398
H -1.972 -2.169 -2.659
H -0.700 -0.490 -4.491
H 0.189 -1.067 -2.991
C -8.733 2.095 -4.909
C -7.475 1.194 -5.138
C -7.367 0.239 -3.890
N -6.247 -0.874 -4.023
C -6.705 -1.982 -4.941
C -5.862 -1.373 -2.635
C -4.807 -0.411 -1.995
C -4.235 0.321 -3.205
C -4.840 -0.363 -4.436
H -8.562 2.855 -4.147
H -9.625 1.488 -4.754
H -8.904 2.643 -5.836
H -6.592 1.779 -5.397
H -7.634 0.565 -6.014
H -8.296 -0.264 -3.620
H -7.218 0.826 -2.983
H -6.974 -1.535 -5.898
H -7.603 -2.378 -4.467
H -6.100 -2.874 -5.098
H -5.359 -2.308 -2.885
H -6.668 -1.666 -1.963
H -4.043 -0.994 -1.481
H -5.199 0.304 -1.272
H -3.151 0.266 -3.306
H -4.397 1.382 -3.014
H -4.223 -1.237 -4.642
H -4.971 0.255 -5.325
C 4.015 9.036 3.021
C 4.175 7.621 2.587
C 3.103 6.665 3.278
N 3.209 5.142 2.922
C 3.273 5.004 1.409
C 4.569 4.577 3.547
C 4.223 3.270 4.233
C 2.739 2.961 3.979
C 2.038 4.292 3.498
H 4.159 9.174 4.092
H 3.125 9.516 2.612
H 4.865 9.592 2.625
H 5.150 7.182 2.797
H 4.128 7.650 1.498
H 2.077 6.871 2.971
H 3.078 6.866 4.349
H 2.318 5.372 1.032
H 3.361 3.952 1.139
H 4.018 5.593 0.872
H 5.342 4.465 2.787
H 4.787 5.353 4.281
H 4.894 2.534 3.791
H 4.347 3.239 5.316
H 2.577 2.142 3.278
H 2.319 2.624 4.926
H 1.185 4.200 2.825
H 1.751 4.942 4.325
C 2.533 1.825 -1.691
C 3.483 2.694 -2.526
C 3.818 4.042 -1.912
N 4.932 4.782 -2.731
C 5.135 6.275 -2.153
C 4.513 4.944 -4.197
C 5.589 4.385 -5.099
C 6.826 4.372 -4.286
C 6.294 4.110 -2.878
H 2.974 1.690 -0.703
H 2.350 0.848 -2.138
H 1.629 2.411 -1.522
H 2.894 2.695 -3.443
H 4.376 2.087 -2.674
H 4.125 4.003 -0.867
H 2.907 4.639 -1.875
H 4.153 6.746 -2.108
H 5.793 6.915 -2.740
H 5.492 6.087 -1.140
H 4.168 5.967 -4.343
H 3.608 4.360 -4.365
H 5.771 5.036 -5.954
H 5.333 3.388 -5.457
H 7.114 5.422 -4.223
H 7.648 3.747 -4.633
H 6.977 4.441 -2.095
H 6.326 3.045 -2.648
C 2.692 -4.373 3.706
C 1.762 -5.269 2.894
C 2.587 -6.333 2.010
N 1.793 -7.030 0.862
C 0.712 -7.904 1.487
C 2.789 -7.936 0.043
C 2.516 -7.546 -1.391
C 1.272 -6.731 -1.392
C 1.247 -5.942 -0.104
H 3.500 -3.917 3.135
H 3.154 -4.912 4.533
H 2.160 -3.586 4.240
H 1.013 -4.663 2.384
H 1.222 -5.857 3.636
H 3.082 -7.069 2.644
H 3.351 -5.794 1.449
H 1.092 -8.497 2.318
H 0.281 -8.610 0.778
H -0.154 -7.285 1.721
H 2.521 -8.957 0.317
H 3.808 -7.792 0.405
H 2.577 -8.316 -2.160
H 3.405 -7.059 -1.793
H 0.358 -7.305 -1.545
H 1.410 -6.096 -2.267
H 0.254 -5.554 0.121
H 1.932 -5.095 -0.068
C -1.647 2.178 -1.059
C -1.235 3.674 -1.182
C -1.666 4.293 -2.554
N -1.303 5.809 -2.609
C -2.222 6.654 -1.659
C 0.201 6.151 -2.440
C 0.472 7.529 -3.118
C -0.677 7.510 -4.191
C -1.603 6.234 -4.058
H -2.708 1.945 -0.973
H -1.190 1.671 -0.209
H -1.333 1.706 -1.990
H -0.155 3.791 -1.274
H -1.629 4.227 -0.329
H -2.732 4.119 -2.694
H -1.093 3.761 -3.313
H -2.077 6.224 -0.667
H -3.200 6.546 -2.128
H -1.803 7.659 -1.705
H 0.349 6.067 -1.363
H 0.789 5.412 -2.985
H 0.311 8.252 -2.317
H 1.472 7.537 -3.552
H -1.320 8.363 -3.976
H -0.339 7.644 -5.219
H -2.673 6.437 -4.100
H -1.359 5.529 -4.852
C -6.442 -3.262 1.157
C -7.807 -2.805 1.704
C -7.783 -2.726 3.306
N -8.832 -1.851 3.984
C -10.304 -2.211 3.506
C -8.651 -0.378 3.548
C -9.176 0.398 4.665
C -8.849 -0.382 5.971
C -8.679 -1.850 5.503
H -6.120 -4.239 1.518
H -5.652 -2.531 1.326
H -6.482 -3.487 0.091
H -8.553 -3.581 1.530
H -8.105 -1.863 1.244
H -6.816 -2.321 3.606
H -7.769 -3.765 3.633
H -10.492 -1.876 2.486
H -10.958 -1.623 4.149
H -10.352 -3.283 3.702
H -9.098 -0.125 2.587
H -7.563 -0.305 3.548
H -10.179 0.815 4.574
H -8.621 1.335 4.615
H -9.733 -0.335 6.606
H -7.932 0.005 6.416
H -9.347 -2.587 5.950
H -7.634 -2.047 5.741
C 5.722 -1.902 2.478
C 5.746 -1.800 0.981
C 4.896 -2.795 0.211
N 4.973 -2.600 -1.402
C 4.583 -1.145 -1.635
C 4.100 -3.662 -2.065
C 5.064 -4.670 -2.731
C 6.238 -3.803 -3.152
C 6.429 -2.832 -1.948
H 6.142 -0.997 2.918
H 6.380 -2.700 2.821
H 4.750 -2.097 2.930
H 6.821 -1.738 0.812
H 5.479 -0.764 0.773
H 3.853 -2.599 0.459
H 5.189 -3.836 0.350
H 5.291 -0.433 -1.211
H 3.547 -1.053 -1.308
H 4.705 -1.032 -2.712
H 3.451 -3.097 -2.735
H 3.545 -4.198 -1.296
H 4.687 -5.295 -3.540
H 5.310 -5.374 -1.936
H 5.906 -3.252 -4.032
H 7.051 -4.385 -3.587
H 6.958 -1.923 -2.235
H 7.006 -3.336 -1.172
N -5.528 0.274 1.949
O -4.471 -0.267 1.564
O -5.519 1.041 2.938
O -6.474 0.274 1.215
N 6.332 4.304 0.400
S 6.867 2.773 0.677
O 6.532 2.162 1.945
O 8.091 2.337 0.009
F 5.672 2.164 -0.238
S 7.603 4.918 0.907
O 8.616 5.125 -0.099
O 8.037 4.707 2.266
F 6.861 6.322 1.054
N 1.845 -0.785 6.246
S 3.237 -0.770 5.823
O 3.881 -1.951 5.344
O 4.077 0.238 6.411
F 2.984 -0.101 4.337
S 2.074 -1.945 7.499
O 2.909 -1.569 8.660
O 2.068 -3.356 7.130
F 0.623 -1.680 8.154
*
```

**HOMO-LUMO gap**: 2.46 eV
**HOMO**: -10.36 eV
**Maximum force**: 10.66 eV Å⁻¹
**LUMO**: -0.2904 Ha

Löwdin population analysis, charges in e, atoms 1 to 2: number 1, C, carries -0.0425; number 2, C, carries -0.6205